(1)
Entry from the OMol25 dataset: C36H65Br33FN3PS as an isolated structure at a distorted geometry (the ωB97M-V functional and the def2-TZVPD basis).

Calculated values
- LUMO level (Ha) = -0.0785
- net charge = +1

Geometry as XYZ:
```
140
C36H65Br33FN3PS (the ωB97M-V functional and the def2-TZVPD basis)
C 1.110 4.517 2.380
C 0.410 5.532 1.286
C -0.610 4.660 0.312
C -2.201 5.003 0.654
C -3.087 3.615 0.878
C -3.436 3.378 2.463
C -4.950 2.751 2.570
C -4.994 1.317 3.388
C -6.049 0.299 2.635
C -5.342 -0.910 1.782
C -4.221 -0.418 0.684
C -3.282 -1.767 0.373
C -1.983 -1.767 1.361
C -0.555 -2.180 0.694
P -0.912 -3.651 -0.535
S 0.579 -4.871 -0.757
C 0.113 -3.091 1.933
C 1.715 -2.760 1.931
C 1.762 -1.687 0.691
C 3.116 -0.775 0.707
C 3.826 -0.577 2.169
C 4.974 -1.731 2.472
F 6.275 -1.168 1.953
N 0.420 -1.080 0.218
C 0.153 0.352 0.609
C 0.531 0.809 2.120
N 0.220 -0.149 3.233
N 0.586 -1.170 -1.151
C -0.505 -0.557 -1.979
C -0.041 0.832 -2.789
C -1.054 2.103 -2.492
H 1.823 5.106 3.136
H 0.249 4.071 3.050
H 1.722 3.685 1.807
H 1.249 6.070 0.666
H -0.149 6.363 1.908
H -0.370 3.504 0.427
H -0.360 4.988 -0.803
H -2.597 5.628 -0.256
H -2.213 5.715 1.599
H -2.504 2.698 0.435
H -4.108 3.739 0.282
H -3.413 4.441 2.996
H -2.689 2.669 3.033
H -5.610 3.573 3.128
H -5.480 2.577 1.529
H -5.464 1.575 4.455
H -3.936 0.851 3.591
H -6.680 -0.226 3.501
H -6.833 0.925 2.006
H -6.201 -1.459 1.181
H -4.872 -1.697 2.544
H -3.575 0.503 1.043
H -4.781 -0.120 -0.326
H -3.068 -1.765 -0.771
H -3.978 -2.692 0.609
H -2.001 -0.751 1.954
H -2.210 -2.600 2.189
H -1.988 -4.436 0.089
H -1.490 -3.161 -1.781
H -0.138 -4.232 1.968
H -0.206 -2.744 3.029
H 1.910 -2.410 3.029
H 2.354 -3.675 1.562
H 1.983 -2.414 -0.232
H 2.922 0.312 0.271
H 3.939 -1.250 -0.014
H 3.066 -0.563 3.081
H 4.375 0.483 2.220
H 5.145 -1.900 3.623
H 4.719 -2.732 1.919
H -0.984 0.686 0.449
H 0.809 1.035 -0.120
H 1.667 1.175 2.130
H -0.092 1.802 2.347
H 0.979 -0.067 3.944
H -0.734 -0.032 3.641
H 1.464 -0.720 -1.497
H -1.533 -0.388 -1.454
H -0.725 -1.334 -2.861
H 1.055 1.160 -2.543
H -0.122 0.634 -3.963
H -1.241 2.644 -3.524
H -0.443 2.843 -1.796
H -2.047 1.713 -2.010
C 7.378 -4.664 0.565
Br 8.088 -4.542 -1.243
Br 5.483 -5.103 0.570
Br 8.408 -5.893 1.666
H 7.477 -3.671 1.015
C 1.978 9.286 1.281
Br 2.688 9.408 -0.526
Br 0.083 8.847 1.287
Br 3.008 8.057 2.382
H 2.077 10.279 1.731
C 5.497 -4.253 -4.976
Br 4.745 -3.273 -3.473
Br 7.295 -3.648 -5.408
Br 5.429 -6.176 -4.693
H 4.869 -4.035 -5.846
C 4.024 -8.459 3.129
Br 5.935 -8.174 2.902
Br 3.650 -9.818 4.470
Br 3.084 -6.797 3.501
H 3.641 -8.837 2.176
C 3.585 9.843 -4.922
Br 3.243 9.966 -6.833
Br 3.268 11.536 -4.019
Br 2.590 8.387 -4.102
H 4.648 9.611 -4.802
C 1.551 2.348 -6.214
Br 2.643 1.111 -5.184
Br 1.942 4.202 -5.770
Br 1.689 2.017 -8.125
H 0.509 2.165 -5.932
C -2.576 -7.919 0.614
Br -1.557 -7.862 -1.042
Br -1.455 -7.574 2.167
Br -4.117 -6.733 0.557
H -2.961 -8.939 0.718
C -5.903 -4.406 -2.956
Br -6.655 -3.426 -1.453
Br -4.105 -3.802 -3.389
Br -5.971 -6.329 -2.673
H -6.531 -4.188 -3.826
C -10.622 -4.560 -2.090
Br -9.912 -4.438 -3.897
Br -12.517 -4.999 -2.084
Br -9.592 -5.788 -0.988
H -10.523 -3.567 -1.639
C 4.733 12.462 -10.271
Br 5.766 12.390 -8.623
Br 4.831 10.790 -11.260
Br 2.894 13.006 -9.949
H 5.189 13.234 -10.900
C 4.460 -8.341 8.526
Br 4.072 -10.220 8.205
Br 5.351 -7.516 7.007
Br 2.871 -7.354 9.058
H 5.159 -8.299 9.368
```

=====

(2)
Entry from the OMol25 dataset: C36H66BGeN6ReS3Si3 as an isolated structure (the ωB97M-V functional and the def2-TZVPD basis).

Calculated values
- LUMO level (Ha) = -0.3800
- energy above the lowest of the compared OMol25 structures with the same formula, charge and spin (kJ/mol) = 0.0
- net charge = +4

Geometry as XYZ:
```
117
C36H66BGeN6ReS3Si3 (the ωB97M-V functional and the def2-TZVPD basis)
Re 1.259 -0.012 1.023
C 4.411 -0.300 -2.989
C 2.926 -0.495 -2.961
C 2.220 -0.928 -4.051
C 0.831 -1.152 -3.963
N 0.175 -0.832 -2.868
N 0.843 -0.368 -1.807
B -0.218 0.003 -0.606
N -1.262 -1.144 -0.562
N -2.476 -0.946 -1.070
C -3.313 -1.963 -1.094
C -2.902 -3.242 -0.659
C -1.677 -3.431 -0.075
C -1.224 -4.752 0.463
C -0.877 -2.277 0.015
S 0.579 -2.220 1.017
C -4.713 -1.726 -1.629
C -5.080 -0.245 -1.536
C -5.729 -2.552 -0.827
C -4.727 -2.177 -3.100
N -0.834 1.392 -0.964
N -1.535 1.489 -2.102
C -2.019 2.665 -2.436
C -1.820 3.791 -1.606
C -1.075 3.704 -0.465
C -0.822 4.886 0.421
C -0.564 2.423 -0.172
S 0.446 2.155 1.245
C -2.782 2.804 -3.741
C -2.113 3.900 -4.586
C -2.776 1.493 -4.518
C -4.229 3.216 -3.420
C 2.175 -0.256 -1.791
S 3.075 0.125 -0.293
C 0.065 -1.768 -5.118
C 0.744 -3.091 -5.507
C 0.117 -0.796 -6.309
C -1.385 -2.041 -4.722
H 4.804 -0.520 -3.979
H 4.907 -0.959 -2.274
H 4.678 0.727 -2.737
H 2.738 -1.126 -4.981
H -3.586 -4.077 -0.744
H -2.043 -5.466 0.468
H -0.842 -4.655 1.480
H -0.420 -5.160 -0.154
H -5.188 0.071 -0.496
H -6.033 -0.082 -2.038
H -4.325 0.381 -2.008
H -5.604 -2.416 0.250
H -5.680 -3.617 -1.056
H -6.736 -2.223 -1.083
H -4.002 -1.617 -3.692
H -5.718 -2.006 -3.521
H -4.506 -3.242 -3.196
H -2.248 4.743 -1.895
H -0.950 5.811 -0.136
H 0.185 4.869 0.834
H -1.529 4.894 1.253
H -1.068 3.661 -4.796
H -2.156 4.882 -4.113
H -2.634 3.982 -5.539
H -1.758 1.173 -4.741
H -3.306 1.633 -5.460
H -3.267 0.693 -3.962
H -4.276 4.173 -2.897
H -4.736 2.467 -2.814
H -4.783 3.329 -4.352
H 1.775 -2.956 -5.837
H 0.199 -3.538 -6.338
H 0.733 -3.802 -4.679
H 1.139 -0.617 -6.647
H -0.336 0.165 -6.063
H -0.433 -1.224 -7.147
H -1.443 -2.767 -3.907
H -1.919 -2.453 -5.578
H -1.887 -1.129 -4.403
C 5.278 -2.926 5.829
Si 5.174 -3.340 4.061
C 6.189 -2.477 2.820
C 4.080 -4.687 3.510
Ge 1.492 0.013 3.323
Si -0.486 -0.244 4.820
C -1.022 -2.005 4.515
C 0.193 0.032 6.532
C -1.730 1.036 4.290
Si 3.954 4.639 5.366
C 4.460 4.022 6.998
C 2.249 5.233 5.106
C 5.122 4.719 3.972
H 5.785 -3.765 6.328
H 4.289 -2.866 6.288
H 5.851 -2.022 6.028
H 6.603 -3.189 2.101
H 6.994 -1.895 3.267
H 5.542 -1.799 2.248
H 4.712 -5.543 3.237
H 3.536 -4.411 2.603
H 3.386 -5.016 4.283
H -0.419 -2.714 5.087
H -0.977 -2.280 3.461
H -2.058 -2.123 4.843
H 1.080 -0.571 6.732
H -0.562 -0.251 7.272
H 0.437 1.081 6.707
H -1.831 1.086 3.205
H -1.469 2.029 4.659
H -2.710 0.781 4.703
H 3.679 3.424 7.472
H 4.592 4.905 7.643
H 5.406 3.484 6.984
H 1.673 5.274 6.029
H 1.734 4.582 4.391
H 2.272 6.228 4.651
H 6.142 4.472 4.262
H 5.104 5.720 3.528
H 4.798 4.030 3.183
```

=====

| no. | HOMO (Ha) | Kohn-Sham gap (hartree) |
| --- | --- | --- |
| 1 | -0.4020 | 0.3235 |
| 2 | -0.6119 | 0.2319 |